(1)
# C42H81N3O9

A 12-piece molecular cluster, C42H81N3O9 overall at a distorted geometry (ωB97M-V/def2-TZVPD, the Open Molecules 2025 dataset).

Geometry (Å):
C1 -0.39279 1.56069 0.62984
C2 0.07142 1.10512 -0.71165
C3 -0.14058 -0.43163 -0.60017
O1 -0.64534 -0.67071 0.73181
C4 -0.12239 0.38675 1.56519
H1 -1.44007 1.88478 0.60700
H2 0.00593 2.51628 0.99254
H3 1.14904 1.27797 -0.80005
H4 -0.39643 1.58546 -1.57157
H5 0.84451 -0.90548 -0.57577
H6 -0.80082 -0.84951 -1.35482
H7 0.95350 0.20360 1.64314
H8 -0.57306 0.65570 2.51741
C5 1.78983 4.50912 4.78060
C6 1.99106 3.59502 5.98997
C7 0.90023 2.54041 5.79153
O2 0.91622 2.38609 4.35641
C8 1.52130 3.44769 3.66982
H9 2.65323 5.12577 4.53453
H10 0.91684 5.14929 4.90422
H11 1.91925 4.15605 6.92759
H12 2.93725 3.06766 6.12765
H13 -0.11312 2.93490 5.89552
H14 1.19178 1.61579 6.28131
H15 0.76751 3.81890 2.97207
H16 2.49168 3.26436 3.19582
C9 3.15554 0.73404 -4.07596
C10 2.78362 -0.52867 -4.88263
C11 2.61671 0.01474 -6.32137
O3 2.47968 1.40512 -6.21629
C12 2.36866 1.79479 -4.85697
H17 4.22637 0.87521 -3.94577
H18 2.72342 0.67315 -3.07248
H19 1.86253 -0.97100 -4.50846
H20 3.57158 -1.27998 -4.93157
H21 1.72958 -0.45510 -6.77237
H22 3.41710 -0.27758 -7.00620
H23 1.33513 1.78023 -4.48602
H24 2.75638 2.81393 -4.90570
C13 1.38438 -4.10717 -2.70992
C14 -0.06153 -3.73351 -2.63850
C15 -0.69351 -4.63148 -3.72578
O4 0.37987 -4.77656 -4.69291
C16 1.60630 -4.17476 -4.19543
H25 1.72265 -5.06542 -2.30463
H26 2.05561 -3.41965 -2.18462
H27 -0.17307 -2.69735 -2.95899
H28 -0.41844 -3.97700 -1.63558
H29 -1.48854 -4.12099 -4.26671
H30 -0.81871 -5.65227 -3.35761
H31 1.73465 -3.24162 -4.74407
H32 2.36351 -4.92229 -4.43602
C17 -0.45391 -4.47794 3.17079
C18 0.45177 -4.02148 2.02383
C19 1.72313 -3.66428 2.78503
O5 1.81794 -4.50840 3.92325
C20 0.53272 -5.14035 4.15192
H33 -1.28802 -5.10222 2.84633
H34 -0.97447 -3.63461 3.63083
H35 0.05622 -3.12683 1.54163
H36 0.69062 -4.78743 1.28740
H37 1.69841 -2.63114 3.14696
H38 2.58218 -3.83349 2.13158
H39 0.29476 -4.98812 5.20294
H40 0.62468 -6.21097 3.96639
C21 -2.27358 -0.68650 5.46367
C22 -2.29583 0.21300 6.68460
C23 -3.00698 -0.62011 7.72663
O6 -4.07824 -1.22007 6.95990
C24 -3.72654 -1.22764 5.59115
H41 -1.44524 -1.39410 5.52120
H42 -2.10194 -0.09351 4.56387
H43 -2.88878 1.11596 6.52725
H44 -1.31806 0.52206 7.06884
H45 -3.45939 0.05558 8.45178
H46 -2.35643 -1.35840 8.19766
H47 -4.32040 -0.58729 4.93513
H48 -3.71793 -2.24026 5.17854
C25 5.21866 -0.33397 1.09219
C26 4.01797 -1.02963 0.44357
C27 4.51474 -1.54034 -0.88412
O7 5.81277 -2.00515 -0.48134
C28 6.38316 -0.93493 0.22347
H49 5.42612 -0.71606 2.08634
H50 5.24004 0.74769 0.98792
H51 3.15953 -0.35146 0.33185
H52 3.59545 -1.85931 1.01109
H53 4.62917 -0.75839 -1.64548
H54 4.02631 -2.43743 -1.26004
H55 6.99261 -0.31502 -0.45016
H56 7.15610 -1.34516 0.88557
C29 -5.16159 -0.01119 0.16927
C30 -3.88308 0.00635 1.02189
C31 -3.66452 -1.45649 1.40804
O8 -4.88561 -2.15839 1.14520
C32 -5.82819 -1.34561 0.50212
H57 -4.81419 -0.00407 -0.86571
H58 -5.78827 0.85246 0.38121
H59 -4.00264 0.56583 1.95378
H60 -2.97199 0.31868 0.51968
H61 -3.25472 -1.61606 2.40570
H62 -2.94039 -1.88961 0.70972
H63 -6.71505 -1.28914 1.14842
H64 -6.14233 -1.84090 -0.42704
C33 -2.01833 -0.83495 -4.38807
C34 -2.21172 -0.06360 -5.68573
C35 -3.62253 0.57878 -5.46083
O9 -3.97887 0.41402 -4.08166
C36 -2.88683 -0.09017 -3.35395
H65 -0.98841 -0.70105 -4.04074
H66 -2.29026 -1.88555 -4.40997
H67 -2.33158 -0.61972 -6.61804
H68 -1.47617 0.69868 -5.93331
H69 -4.46177 0.26199 -6.07758
H70 -3.54163 1.66272 -5.60871
H71 -3.21147 -0.88090 -2.67007
H72 -2.32866 0.65409 -2.77603
C37 -3.32254 3.11757 -1.68695
C38 -2.60378 3.51212 -2.90703
N1 -2.06165 3.82682 -3.86730
H73 -3.50902 2.04608 -1.70786
H74 -4.22916 3.71679 -1.66074
H75 -2.63695 3.35349 -0.87047
C39 2.97987 4.13527 -1.88347
C40 4.37688 4.40351 -2.22227
N2 5.48130 4.57569 -2.47269
H76 2.77621 4.55179 -0.89915
H77 2.59481 3.11647 -1.95301
H78 2.28377 4.57258 -2.60686
C41 -0.86763 6.25933 -1.71317
C42 -0.61113 5.58221 -0.46058
N3 -0.40825 5.04222 0.53330
H79 -0.09354 5.97622 -2.42640
H80 -0.87181 7.34964 -1.66547
H81 -1.83135 6.07478 -2.18478

electronic energy	-67757.94772	eV
multiplicity	1
HOMO energy	-9.33	eV
E_LUMO	0.212	eV
ΔE to the lowest compared entry with this formula, charge and spin	62.29	kJ/mol
strongest force on any atom	2.41	eV Å⁻¹
gap between HOMO and LUMO	0.3506	Eh
structure (SMILES)	C1CCOC1.C1CCOC1.C1CCOC1.C1CCOC1.C1CCOC1.C1CCOC1.C1CCOC1.C1CCOC1.C1CCOC1.CC#N.CC#N.CC#N

(2)
# C42H83BCl24F2IN2O2PSi

A 13-piece molecular cluster, C42H83BCl24F2IN2O2PSi overall at a distorted geometry (ωB97M-V/def2-TZVPD, the Open Molecules 2025 dataset).

Geometry (Å):
C1 3.68584 2.52735 3.21524
C2 2.16937 2.56586 3.01264
C3 1.43374 1.67752 4.00545
C4 -0.02134 1.29250 3.68100
P1 -1.14069 2.53504 2.90201
I1 -0.62220 4.14733 4.91580
C5 -0.67189 3.69222 1.55838
C6 -0.86227 5.20937 1.61819
O1 0.26241 5.88648 2.17834
C7 -2.21534 5.75796 2.06937
N1 -2.40637 7.12868 1.54203
B1 -2.94642 2.51343 3.64452
N2 -3.24435 1.58255 4.70308
O2 -3.89362 3.37713 3.19429
C8 -1.76659 1.21493 1.57829
F1 -2.91424 1.70851 1.00736
F2 -2.19792 0.08865 2.23860
C9 -0.78164 0.75612 0.46870
C10 -1.18605 1.24612 -0.93247
Si1 0.20444 1.70509 -2.13505
C11 -0.67286 2.35164 -3.68541
C12 1.26689 3.08748 -1.44129
C13 1.29620 0.28762 -2.74900
C14 0.84400 -0.99690 -3.06021
C15 1.70008 -1.94209 -3.62694
C16 3.04449 -1.64916 -3.85000
C17 3.51715 -0.37342 -3.53564
C18 2.65163 0.56654 -3.00138
H1 3.97330 3.29230 3.93076
H2 4.18367 2.74359 2.27371
H3 4.01906 1.53978 3.51943
H4 1.98751 2.14768 2.01599
H5 1.79461 3.58329 2.97148
H6 1.98603 0.73683 3.99804
H7 1.57195 2.03836 5.01917
H8 -0.49083 1.01798 4.62063
H9 0.01838 0.38522 3.09025
H10 -1.26171 3.38845 0.69903
H11 0.34792 3.52575 1.23083
H12 -0.82135 5.51138 0.56722
H13 -0.07102 6.43358 2.89471
H14 -2.31594 5.83611 3.14435
H15 -2.98354 5.15737 1.59685
H16 -2.77202 7.10501 0.60329
H17 -1.55241 7.66567 1.58168
H18 -4.03429 1.90687 5.25004
H19 -2.46126 1.54738 5.34864
H20 -4.56309 3.56012 3.87260
H21 -0.69042 -0.32169 0.53482
H22 0.21127 1.14098 0.71521
H23 -1.80579 2.13436 -0.88066
H24 -1.75676 0.45914 -1.42284
H25 -1.50983 2.95713 -3.34527
H26 0.03937 2.98905 -4.20721
H27 -1.00133 1.51434 -4.29112
H28 1.67807 3.61977 -2.29146
H29 0.67503 3.80899 -0.88505
H30 2.10694 2.73287 -0.85649
H31 -0.19672 -1.24056 -2.88803
H32 1.32154 -2.92017 -3.90257
H33 3.70171 -2.38309 -4.28997
H34 4.55407 -0.14793 -3.73109
H35 3.04693 1.55582 -2.80445
Cl1 -8.35058 2.48077 3.33027
C19 -8.75042 4.08996 3.98078
C20 -7.69565 5.11148 3.64740
Cl2 -6.17126 4.79599 4.51972
H36 -8.88352 3.99354 5.05550
H37 -9.69966 4.38773 3.53857
H38 -8.02964 6.10289 3.94814
H39 -7.47930 5.12995 2.58205
Cl3 6.87653 2.58432 -1.72020
C21 6.79118 4.34551 -1.45093
C22 5.59199 4.73472 -0.62835
Cl4 4.05934 4.47807 -1.52003
H40 6.76558 4.82874 -2.42019
H41 7.71292 4.63370 -0.94762
H42 5.64051 5.79402 -0.38080
H43 5.54074 4.16781 0.29829
Cl5 3.77573 -2.06711 -1.14632
C23 4.49179 -1.67092 0.42728
C24 3.77885 -2.37896 1.54729
Cl6 2.11418 -1.79039 1.73645
H44 4.44812 -0.59147 0.52740
H45 5.53301 -1.97331 0.41107
H46 4.29719 -2.21211 2.49245
H47 3.72968 -3.44989 1.36520
Cl7 -1.63920 -4.44628 -5.83865
C25 -0.50739 -4.87468 -7.15268
C26 0.78197 -5.44318 -6.62494
Cl8 1.74974 -4.21697 -5.76652
H48 -0.33648 -3.98148 -7.74812
H49 -1.00760 -5.61591 -7.77392
H50 1.38966 -5.81112 -7.45108
H51 0.60105 -6.26405 -5.93687
Cl9 5.07732 -3.06748 -6.99315
C27 6.67448 -3.49888 -6.33429
C28 6.66410 -4.85750 -5.68377
Cl10 5.69409 -4.86971 -4.18795
H52 6.96740 -2.72483 -5.62926
H53 7.37675 -3.49175 -7.16641
H54 7.67902 -5.14077 -5.40939
H55 6.26166 -5.61480 -6.35169
Cl11 1.81005 4.49838 -4.85858
C29 3.07031 4.05072 -6.03672
C30 4.34318 3.58764 -5.37655
Cl12 5.19548 4.90907 -4.53330
H56 3.24498 4.91130 -6.67733
H57 2.66179 3.24409 -6.64334
H58 5.02401 3.20565 -6.13522
H59 4.15659 2.79798 -4.65118
Cl13 -3.73720 -7.82201 -4.67884
C31 -2.80868 -8.14451 -3.19287
C32 -1.55403 -7.31590 -3.11635
Cl14 -0.35015 -7.80420 -4.33960
H60 -2.58902 -9.20862 -3.16196
H61 -3.45904 -7.90342 -2.35397
H62 -1.08610 -7.44517 -2.14217
H63 -1.76059 -6.25839 -3.26227
Cl15 -6.53012 6.38961 9.18652
C33 -5.14781 5.32954 9.57277
C34 -4.29701 5.04484 8.36383
Cl16 -5.14734 4.02280 7.17484
H64 -5.54282 4.41687 10.01062
H65 -4.55483 5.84424 10.32653
H66 -3.39911 4.50789 8.66506
H67 -3.99691 5.95978 7.85940
Cl17 -10.17886 4.88836 14.40291
C35 -9.53504 6.12757 13.29468
C36 -8.92613 5.52485 12.05604
Cl18 -7.42475 4.63307 12.40935
H68 -8.81010 6.72264 13.84382
H69 -10.36970 6.76831 13.01558
H70 -8.66518 6.31340 11.35178
H71 -9.61371 4.83987 11.56694
Cl19 -5.97065 -10.41934 -3.33809
C37 -6.12825 -10.41977 -5.11306
C38 -7.20677 -11.35817 -5.58729
Cl20 -6.77590 -13.06822 -5.32510
H72 -5.16039 -10.67818 -5.53397
H73 -6.37010 -9.40045 -5.40847
H74 -7.35747 -11.22898 -6.65768
H75 -8.14906 -11.16926 -5.07973
Cl21 7.56172 0.01386 4.28970
C39 7.97668 -1.22171 3.07527
C40 8.36360 -0.61152 1.75315
Cl22 6.97749 0.16356 0.94350
H76 7.12251 -1.88656 2.97056
H77 8.81287 -1.79366 3.47394
H78 8.73099 -1.38800 1.08355
H79 9.14281 0.13679 1.87156
Cl23 3.12886 -12.45002 -7.21464
C41 2.41316 -11.50758 -5.88127
C42 1.76784 -10.23605 -6.36495
Cl24 2.96367 -9.05131 -6.95680
H80 3.19759 -11.30360 -5.15722
H81 1.66299 -12.14107 -5.41111
H82 1.23472 -9.75992 -5.54537
H83 1.06355 -10.42900 -7.17005

electronic energy	-383898.06641	eV
multiplicity	1
HOMO energy	-7.88	eV
E_LUMO	0.351	eV
strongest force on any atom	2.65	eV Å⁻¹
gap between HOMO and LUMO	0.3026	Eh

(3)
# C42H85Br2N6O18S

A 6-piece molecular cluster, C42H85Br2N6O18S overall at a distorted geometry (ωB97M-V/def2-TZVPD, the Open Molecules 2025 dataset).

Geometry (Å):
C1 6.39168 4.06480 1.64284
C2 5.26753 3.03929 1.70368
C3 5.69676 1.60538 1.39384
N1 4.54460 0.71546 1.21344
C4 4.75531 -0.51052 0.39315
C5 4.46643 -0.24894 -1.08853
C6 5.24001 -1.18681 -2.03437
S1 5.53281 -2.86420 -1.41430
C7 3.71026 0.49910 2.31243
N2 2.38378 0.95181 2.35103
C8 1.87280 1.26662 0.99064
C9 0.34228 1.41136 0.96480
C10 -0.35089 0.40890 0.01190
C11 -1.63032 -0.22335 0.60967
C12 -2.91630 0.48575 0.17737
C13 -4.03130 0.33311 1.21346
O1 -5.28774 0.15191 0.53105
C14 -6.11665 -0.72416 1.17189
C15 -6.65714 -0.30487 2.51284
O2 -6.40278 -1.77020 0.65089
C16 2.20503 2.12099 3.29201
C17 0.93686 2.02493 4.16221
C18 1.20753 2.07268 5.66764
Br1 -0.21270 3.57287 3.70911
N3 4.06977 -0.25829 3.31769
C19 3.11669 -0.56613 4.37335
C20 1.92980 -1.38608 3.89974
O3 0.84247 -1.28100 4.34060
Br2 2.32293 -2.72779 2.54682
C21 5.38713 -0.87029 3.45244
C22 6.21510 -0.30764 4.66815
N4 7.60540 -0.41511 4.22867
N5 5.76154 1.04757 4.99171
N6 6.10660 -1.09255 5.87617
H1 6.79454 4.19947 0.64224
H2 7.20473 3.80622 2.31995
H3 5.97261 5.01535 1.97017
H4 4.47459 3.29803 1.00446
H5 4.89226 3.05347 2.72616
H6 6.24106 1.61004 0.44854
H7 6.41492 1.27440 2.14946
H8 4.08494 -1.27548 0.78137
H9 5.77090 -0.88448 0.52384
H10 3.40619 -0.39247 -1.28847
H11 4.73025 0.79122 -1.27894
H12 6.18626 -0.76110 -2.35692
H13 4.65220 -1.30643 -2.94289
H14 4.30093 -3.38378 -1.32403
H15 2.13704 0.43781 0.34026
H16 2.33871 2.16733 0.59546
H17 -0.10139 1.28636 1.94579
H18 0.10254 2.41869 0.62853
H19 0.32901 -0.40724 -0.23294
H20 -0.64786 0.90659 -0.90940
H21 -1.57212 -0.22013 1.70116
H22 -1.66031 -1.27277 0.31738
H23 -2.73872 1.54933 0.02255
H24 -3.28836 0.05018 -0.74756
H25 -4.10629 1.22117 1.84503
H26 -3.83254 -0.51784 1.86770
H27 -6.64486 0.77449 2.63690
H28 -7.68178 -0.66523 2.56670
H29 -6.09453 -0.78726 3.30999
H30 2.25604 3.05288 2.74068
H31 3.05458 2.11272 3.97580
H32 0.34230 1.15706 3.90584
H33 1.15786 1.07995 6.11581
H34 0.44100 2.65666 6.16976
H35 2.15663 2.55411 5.89858
H36 3.62678 -1.15548 5.13449
H37 2.74432 0.32220 4.86225
H38 5.22418 -1.93075 3.63236
H39 5.96992 -0.74113 2.55387
H40 7.76812 0.10242 3.37001
H41 8.19021 0.01702 4.93586
H42 5.94509 1.25952 5.96422
H43 6.25285 1.72863 4.43084
H44 5.91009 -2.06648 5.70250
H45 5.44909 -0.71345 6.54167
C23 10.24876 -8.89008 -0.19640
C24 8.75497 -9.09356 -0.32181
O4 8.01577 -8.29112 0.61787
C25 7.92326 -7.00244 0.32528
O5 8.35509 -6.45263 -0.65344
O6 7.23256 -6.40227 1.30123
C26 7.10264 -4.99287 1.12623
H46 10.57340 -9.08416 0.82648
H47 10.77380 -9.57045 -0.86591
H48 10.53063 -7.87034 -0.45262
H49 8.49096 -10.11932 -0.07529
H50 8.40137 -8.88809 -1.33167
H51 6.66222 -4.75360 0.16358
H52 8.07167 -4.51023 1.22179
H53 6.44604 -4.64037 1.91899
C27 -8.93914 -2.61963 -0.62757
C28 -9.14167 -3.72974 0.37646
O7 -10.44549 -3.69017 0.98290
C29 -11.44603 -4.12446 0.22236
O8 -11.35353 -4.57932 -0.88681
O9 -12.57754 -3.99681 0.91627
C30 -13.75333 -4.37968 0.19837
H54 -9.12682 -1.64934 -0.16563
H55 -7.92079 -2.63827 -1.00106
H56 -9.62079 -2.72145 -1.47180
H57 -8.44360 -3.61282 1.20240
H58 -8.97510 -4.71174 -0.06655
H59 -13.66324 -5.39493 -0.18051
H60 -13.93443 -3.69078 -0.62491
H61 -14.57226 -4.32424 0.90906
C31 -11.47159 2.45331 -4.15189
C32 -10.75316 3.07496 -2.97468
O10 -10.05235 2.09800 -2.18878
C33 -8.92100 1.64856 -2.72476
O11 -8.42798 2.01847 -3.75874
O12 -8.40734 0.73535 -1.90339
C34 -7.21072 0.11522 -2.37966
H62 -12.15107 1.66943 -3.81590
H63 -12.04634 3.21230 -4.68311
H64 -10.76669 2.00549 -4.85048
H65 -11.46845 3.52746 -2.29122
H66 -10.05630 3.85159 -3.29138
H67 -6.45068 0.85358 -2.62700
H68 -7.42424 -0.49670 -3.25518
H69 -6.84257 -0.51806 -1.58032
C35 11.63266 -0.37540 -0.20258
C36 10.28031 0.16230 -0.61868
O13 9.75533 1.11785 0.33232
C37 10.36340 2.30636 0.32242
O14 11.25164 2.64372 -0.40954
O15 9.81402 3.07031 1.27067
C38 10.45886 4.34165 1.43543
H70 11.58434 -0.79853 0.80068
H71 11.95550 -1.15090 -0.89644
H72 12.38120 0.41278 -0.19490
H73 9.54016 -0.63610 -0.64448
H74 10.32116 0.61611 -1.60827
H75 10.49830 4.88051 0.49246
H76 11.46332 4.20527 1.83018
H77 9.85713 4.89610 2.14989
C39 -8.81556 5.61179 -6.99623
C40 -9.53621 4.28907 -7.14559
O16 -10.80688 4.43542 -7.79980
C41 -10.75645 4.63122 -9.11476
O17 -9.76358 4.65662 -9.79280
O18 -12.00463 4.76830 -9.55971
C42 -12.10438 5.03934 -10.96039
H78 -9.44915 6.33176 -6.47611
H79 -7.89764 5.47278 -6.42526
H80 -8.55823 6.03145 -7.96709
H81 -9.76993 3.87868 -6.16524
H82 -8.92862 3.55723 -7.67685
H83 -11.58607 4.27940 -11.54020
H84 -11.69423 6.02241 -11.18497
H85 -13.16395 5.02208 -11.19604

electronic energy	-241643.22750	eV
multiplicity	1
HOMO energy	-11.48	eV
E_LUMO	-3.369	eV
strongest force on any atom	1.76	eV Å⁻¹
gap between HOMO and LUMO	0.2979	Eh
net charge	+1